The following is a DFT calculation (ωB97M-V/def2-TZVPD) of the molecule C5H10O in a non-equilibrium geometry.

Summary:
gap between HOMO and LUMO: 8.75 eV
HOMO: -7.75 eV
energy above the lowest of the compared OMol25 structures with the same formula, charge and spin: 72.9 kcal per mole
SMILES string: C[C@H]1C[C@]1(C)O

Last column: Mulliken charge in e.
Cartesian coordinates (Å):
1 O -0.9889 0.7778 -1.7290  -0.513
2 C 1.3042 -0.4114 1.2998  -1.374
3 C -1.1846 0.6520 0.7791  -1.216
4 C 0.2375 -1.0638 -0.9212  -0.737
5 C -0.7628 -0.0021 -0.5629  0.680
6 C 0.7827 -0.0072 -0.0758  0.034
7 H 0.7753 -1.2693 1.7381  0.301
8 H 1.3299 0.3853 2.0556  0.396
9 H 0.1924 -2.0766 -0.5465  0.258
10 H 1.2109 0.8923 -0.4919  0.305
11 H 0.5598 -0.9617 -1.9529  0.256
12 H -0.4522 1.3667 1.2331  0.240
13 H -1.3862 -0.0796 1.5582  0.306
14 H -2.0551 1.2621 0.5756  0.394
15 H -1.8505 1.2118 -1.6868  0.302
16 H 2.3401 -0.7398 1.1373  0.369